[1]
Below is C21H34F3HfO13 as an isolated structure at a distorted geometry, with properties calculated with wB97M-V/def2-TZVPD.

Each line ends with the Löwdin charge.
Cartesian coordinates (Å):
Hf (-2.76536, 1.13264, 2.64432)  2.43
O (-0.67716, 0.40746, -0.94612)  0.26
C (-1.20564, 0.60139, 0.21696)  -0.68
O (-2.19877, -0.10003, 0.66235)  -0.07
O (-0.94132, 1.55011, 0.99708)  -0.02
H (-1.08836, -0.36558, -1.38037)  0.15
C (2.81370, -0.27112, -0.76319)  -0.08
O (2.20759, 0.24686, 0.41408)  -0.21
C (2.62497, 1.55271, 0.77277)  -0.17
C (2.05510, 1.92829, 2.17728)  -0.20
O (2.94465, 1.70653, 3.25681)  -0.17
C (4.07755, 2.56168, 3.26285)  -0.07
H (2.83010, 0.44065, -1.59066)  0.10
H (2.20174, -1.15388, -0.94839)  0.08
H (3.84463, -0.62109, -0.65973)  0.10
H (2.29788, 2.34770, 0.09832)  0.13
H (3.70893, 1.60531, 0.88418)  0.12
H (1.11594, 1.39952, 2.31510)  0.08
H (1.78901, 2.99138, 2.16082)  0.11
H (4.61585, 2.30052, 4.17109)  0.10
H (3.81732, 3.62314, 3.25549)  0.10
H (4.76226, 2.39573, 2.42711)  0.09
O (-0.92012, -0.40832, 3.13715)  -0.06
C (-0.03060, -1.26807, 3.11288)  -0.38
O (1.17766, -1.04550, 3.59587)  0.13
C (2.03991, -2.08467, 3.15544)  -0.10
C (1.13028, -3.25655, 2.82767)  -0.12
C (-0.17608, -2.64115, 2.46967)  -0.05
H (2.66590, -2.40434, 3.98746)  0.15
H (2.69813, -1.81799, 2.32919)  0.14
H (0.89219, -3.77815, 3.75814)  0.14
H (1.56408, -3.99170, 2.15452)  0.15
H (-1.04073, -3.13302, 2.91211)  0.14
H (-0.31878, -2.37994, 1.41565)  0.14
O (-2.60679, 3.34887, 1.84427)  -0.09
C (-2.17130, 4.47291, 1.51462)  -0.37
O (-3.03781, 5.41786, 1.19041)  0.11
C (-2.34160, 6.68839, 0.93238)  -0.05
C (-1.10599, 6.52317, 1.79940)  -0.11
C (-0.77166, 5.04457, 1.60943)  -0.05
H (-2.89504, 7.55964, 1.27437)  0.15
H (-2.16254, 6.76484, -0.13817)  0.15
H (-1.31300, 6.67369, 2.85759)  0.14
H (-0.27641, 7.15707, 1.49073)  0.15
H (-0.27877, 4.59744, 2.47329)  0.13
H (-0.24602, 4.70879, 0.71170)  0.15
O (-6.46860, -3.23508, -1.48894)  0.19
C (-5.33002, -3.37017, -1.10950)  -0.44
O (-4.31626, -3.02966, -1.94046)  0.05
C (-3.04921, -3.25224, -1.31074)  -0.15
C (-3.29159, -4.05505, -0.02267)  -0.12
C (-4.80909, -3.92203, 0.18743)  -0.05
H (-2.64115, -2.25270, -1.12840)  0.09
H (-2.31296, -3.69690, -1.97941)  0.13
H (-2.67852, -3.58827, 0.75007)  0.08
H (-2.93512, -5.08096, -0.08818)  0.13
H (-5.00397, -3.28484, 1.04943)  0.12
H (-5.28523, -4.87793, 0.40082)  0.14
C (3.41271, -2.19864, -5.87182)  -0.05
C (2.58385, -1.93600, -4.62552)  -0.17
O (1.22057, -1.62662, -5.01377)  0.05
C (0.22307, -1.60944, -4.17009)  -0.40
O (0.19674, -2.13007, -3.07963)  0.11
C (-1.04061, -0.95753, -4.79892)  -0.55
F (-0.87519, -0.60961, -6.05923)  0.21
F (-2.03175, -1.83838, -4.63235)  0.18
F (-1.32453, 0.14935, -4.09988)  0.15
H (3.75637, -1.24757, -6.28379)  0.08
H (2.79780, -2.64844, -6.65123)  0.09
H (4.32225, -2.78293, -5.75012)  0.09
H (2.99180, -1.08703, -4.08062)  0.12
H (2.58309, -2.85901, -4.04636)  0.13

Computed properties:
- Maximum force: 9.98 eV Å⁻¹
- Energy above the lowest of the compared OMol25 structures with the same formula, charge and spin: 548.44 kJ/mol
- Kohn-Sham gap: 2.2 eV
- Total charge: +3
- E_HOMO: -16.503 eV


[2]
Below is a 4-piece molecular cluster, C21H34F3N4O13S overall at a distorted geometry, with properties calculated with wB97M-V/def2-TZVPD.

Each line ends with the Löwdin charge.
Cartesian coordinates (Å):
C (3.20997, -0.42361, 1.50797)  -0.10
C (1.68637, -0.29908, 1.34988)  -0.23
C (1.26016, 0.81952, 0.40341)  -0.21
N (1.95604, 0.66157, -0.87974)  -0.03
N (1.45828, 1.57952, -1.87175)  0.06
C (0.37281, 1.08623, -2.55668)  -0.37
N (-0.83705, 1.78260, -2.42568)  -0.33
S (-0.99694, 3.11767, -3.50956)  0.83
N (0.48569, 0.01408, -3.28247)  0.05
C (-0.64112, -0.59443, -4.00807)  -0.10
C (-1.25541, -1.73766, -3.17101)  -0.15
C (-2.28608, -2.57478, -3.93466)  -0.14
C (-3.49041, -1.84061, -4.54854)  -0.16
O (-4.62972, -1.80054, -3.68067)  -0.01
C (-4.52078, -1.00759, -2.60251)  -0.35
O (-5.21609, -1.12545, -1.63633)  0.11
C (1.75447, -0.70494, -3.37795)  -0.13
O (1.96446, -1.02698, -4.72799)  0.00
C (2.72042, -2.18658, -4.95081)  -0.47
C (2.13502, -3.50538, -4.49538)  0.03
O (3.76073, -2.10338, -5.52428)  0.18
H (3.73376, 0.48835, 1.20922)  0.07
H (3.49319, -0.62104, 2.53721)  0.06
H (3.61233, -1.22346, 0.88370)  0.07
H (1.28693, -1.24260, 0.96929)  0.10
H (1.24583, -0.13980, 2.33298)  0.10
H (0.18253, 0.75744, 0.25413)  0.12
H (1.50609, 1.78091, 0.87225)  0.12
H (2.94050, 0.87616, -0.78146)  0.12
H (1.21829, 2.49287, -1.48962)  0.14
H (-1.64483, 1.17414, -2.43106)  0.06
H (-0.86195, 4.11719, -2.61338)  -0.12
H (-0.29332, -0.94059, -4.97647)  0.14
H (-1.41030, 0.15176, -4.18612)  0.10
H (-0.44854, -2.40325, -2.85846)  0.11
H (-1.66920, -1.29571, -2.26050)  0.11
H (-2.68388, -3.30796, -3.22848)  0.12
H (-1.78506, -3.12938, -4.72866)  0.12
H (-3.81889, -2.41260, -5.41249)  0.13
H (-3.23934, -0.84239, -4.91713)  0.12
H (-3.75651, -0.20715, -2.63179)  0.14
H (1.68305, -1.60224, -2.75680)  0.13
H (2.57737, -0.10789, -2.99930)  0.14
H (2.69525, -4.32181, -4.93241)  0.10
H (2.25336, -3.58223, -3.40887)  0.09
H (1.06669, -3.57484, -4.69950)  0.08
C (2.63947, 1.83052, 6.66129)  -0.04
C (3.10452, 0.49106, 6.14432)  -0.30
O (2.74635, 0.56091, 4.76754)  0.11
C (2.74368, 1.87588, 4.41249)  -0.55
O (2.71778, 2.26555, 3.28992)  0.16
O (2.77996, 2.66411, 5.50312)  0.08
F (2.45063, -0.54184, 6.72022)  0.09
H (1.59307, 1.80621, 6.96613)  0.15
H (3.24263, 2.20900, 7.48135)  0.14
H (4.17899, 0.31952, 6.22435)  0.18
C (2.59790, 7.27137, 5.14287)  -0.05
C (1.11721, 7.10076, 5.39640)  -0.31
O (1.07224, 5.89422, 6.13745)  0.13
C (2.26189, 5.76874, 6.79042)  -0.55
O (2.46687, 5.01197, 7.67839)  0.18
O (3.17106, 6.63626, 6.28992)  0.08
F (0.41544, 6.94544, 4.24674)  0.07
H (2.90706, 6.74111, 4.24101)  0.14
H (2.91112, 8.30998, 5.08122)  0.14
H (0.66174, 7.89953, 5.98372)  0.17
C (-5.77630, -4.29902, 0.11706)  -0.05
C (-4.75980, -4.55982, -0.96769)  -0.33
O (-4.76810, -5.96538, -1.07510)  0.13
C (-6.00764, -6.40094, -0.68190)  -0.54
O (-6.43180, -7.48456, -0.87668)  0.20
O (-6.67377, -5.39886, -0.05486)  0.08
F (-3.50788, -4.14441, -0.61693)  0.05
H (-5.32033, -4.34980, 1.10716)  0.15
H (-6.29505, -3.35102, 0.00156)  0.14
H (-5.01316, -4.12057, -1.93496)  0.16

Computed properties:
- Maximum force: 1.03 eV Å⁻¹
- Kohn-Sham gap: 9.3 eV
- Total charge: +1
- E_HOMO: -12.949 eV


[3]
Below is C21H34N4PbSSi as an isolated structure at a distorted geometry, with properties calculated with wB97M-V/def2-TZVPD.

Each line ends with the natural charge from an NBO analysis.
Cartesian coordinates (Å):
Pb (-0.26750, -0.45775, -0.37212)  1.41
C (3.90890, -0.92395, -1.18192)  -0.65
C (3.39040, -0.72755, 0.20028)  0.27
C (4.25400, -0.43975, 1.26288)  -0.26
C (3.73170, -0.36405, 2.54358)  -0.12
C (2.39290, -0.63415, 2.75468)  -0.28
C (1.58400, -0.94645, 1.65578)  0.36
N (2.09690, -0.91475, 0.40818)  -0.56
N (0.26400, -1.22755, 1.72388)  -1.08
Si (-0.37820, -2.47725, 2.80478)  1.75
C (0.08640, -2.33195, 4.65408)  -1.10
C (0.48310, -4.09775, 2.23168)  -1.09
C (-2.24060, -2.46875, 2.46938)  -1.12
H (4.64520, -0.16705, -1.43942)  0.24
H (3.09550, -0.91505, -1.90202)  0.22
H (4.40550, -1.89345, -1.23762)  0.26
H (5.31020, -0.33345, 1.07408)  0.24
H (4.36290, -0.11925, 3.38478)  0.24
H (1.93660, -0.55685, 3.72388)  0.25
H (1.15440, -2.44225, 4.82098)  0.25
H (-0.40940, -3.14685, 5.17298)  0.27
H (-0.25520, -1.39825, 5.09058)  0.24
H (1.55050, -4.06745, 2.42078)  0.24
H (0.32470, -4.28435, 1.17508)  0.23
H (0.06380, -4.92575, 2.79358)  0.26
H (-2.69840, -1.50895, 2.68858)  0.24
H (-2.72810, -3.20885, 3.09558)  0.27
H (-2.47450, -2.72025, 1.43848)  0.24
C (-0.03870, 2.03895, -0.03152)  -0.43
C (1.35410, 2.36045, 0.01638)  -0.14
C (2.09680, 2.47715, -1.18152)  -0.13
C (3.39060, 2.93465, -1.16972)  -0.21
C (4.00190, 3.26475, 0.03898)  -0.07
C (3.31140, 3.09405, 1.23758)  -0.23
C (2.01580, 2.62585, 1.23578)  -0.06
H (-0.54980, 2.34905, -0.93642)  0.23
H (-0.60090, 2.22415, 0.87488)  0.25
H (1.62330, 2.20995, -2.11472)  0.22
H (3.93070, 3.04395, -2.09662)  0.25
H (5.01500, 3.63615, 0.04688)  0.25
H (3.80110, 3.33385, 2.17098)  0.25
H (1.48140, 2.49795, 2.16458)  0.23
C (-4.02080, -0.15745, -4.29832)  -0.42
N (-3.36400, -0.53915, -3.05932)  -0.38
C (-3.09330, -1.96025, -2.96062)  -0.41
C (-3.25050, 0.24995, -1.99882)  0.41
S (-2.97200, -0.49925, -0.42752)  -0.27
N (-3.34960, 1.57895, -2.04772)  -0.41
C (-3.72250, 2.34425, -0.87262)  -0.41
C (-2.95680, 2.37785, -3.19452)  -0.42
H (-4.67580, -0.97705, -4.59222)  0.24
H (-3.30010, 0.00325, -5.10352)  0.22
H (-4.63200, 0.72905, -4.16482)  0.23
H (-2.88680, -2.34645, -3.95752)  0.23
H (-3.95930, -2.48255, -2.54422)  0.24
H (-2.23340, -2.15415, -2.31752)  0.21
H (-4.25800, 1.71145, -0.16712)  0.25
H (-4.37700, 3.15585, -1.18992)  0.23
H (-2.85250, 2.77555, -0.37322)  0.19
H (-2.40590, 1.77555, -3.91152)  0.22
H (-2.29950, 3.17715, -2.84532)  0.22
H (-3.81240, 2.84655, -3.68452)  0.23

Computed properties:
- Maximum force: 1.71 eV Å⁻¹
- Kohn-Sham gap (alpha / beta): 4.3 / 4.4 eV
- Total charge: +2
- E_HOMO (alpha / beta): -13.636 / -13.670 eV


[4]
Below is C21H35BCdO2P2 as an isolated structure at a distorted geometry, with properties calculated with wB97M-V/def2-TZVPD.

Each line ends with the natural charge from an NBO analysis.
Cartesian coordinates (Å):
P (0.28991, -1.77159, -2.97126)  1.55
P (0.37798, 1.86750, -2.16776)  1.47
C (0.56713, -0.34801, -4.08362)  -0.72
C (1.14957, 0.95055, -3.52639)  -0.76
H (-0.32784, -0.12141, -4.68764)  0.27
H (1.30474, -0.68466, -4.83697)  0.24
H (2.18059, 0.82897, -3.18069)  0.25
H (1.19973, 1.71735, -4.30675)  0.25
C (-0.36376, 3.33968, -2.99691)  -0.94
H (-0.76885, 4.03371, -2.24190)  0.26
H (-1.17964, 3.00083, -3.66061)  0.25
H (0.40258, 3.85125, -3.60303)  0.24
C (1.54311, 2.64683, -0.97633)  -1.01
H (1.99152, 3.55374, -1.44303)  0.26
H (2.38216, 1.95425, -0.75696)  0.27
H (1.03203, 2.96252, -0.04539)  0.29
C (-0.97453, -2.75365, -3.91269)  -0.95
H (-1.34922, -3.63876, -3.36333)  0.25
H (-0.52123, -3.18161, -4.81975)  0.22
H (-1.82673, -2.09465, -4.15599)  0.27
C (1.81873, -2.76282, -3.23987)  -1.01
H (2.70688, -2.11556, -3.34509)  0.25
H (1.73621, -3.32892, -4.18001)  0.25
H (2.00568, -3.49907, -2.44262)  0.26
Cd (2.65155, 1.02141, 1.59714)  0.08
C (-1.30904, 0.88753, -1.80151)  -0.38
C (-1.92317, -0.17934, -2.58950)  -0.65
C (-3.20178, -0.77970, -2.05068)  -0.41
C (-2.90840, -1.75686, -0.90692)  -0.49
C (-1.72756, -2.50268, -1.28432)  -0.02
C (-0.33760, -2.03817, -1.23940)  -0.57
C (0.05894, -0.77651, -0.38550)  -0.42
C (-0.96757, 0.36788, -0.33956)  -0.45
C (2.23542, -0.60345, 3.17280)  -1.19
H (-2.01203, 1.73157, -1.69693)  0.18
H (-2.00774, 0.06420, -3.65360)  0.17
H (-3.80234, -1.25296, -2.87509)  0.21
H (-3.97266, -0.05359, -1.76570)  0.18
H (-2.78498, -1.34286, 0.11238)  0.21
H (-3.81250, -2.37901, -0.90688)  0.22
H (-1.99575, -3.49684, -1.68731)  0.18
H (0.24525, -2.89296, -0.81279)  0.24
H (1.03148, -0.41430, -0.78339)  0.19
H (0.27129, -1.11528, 0.65365)  0.25
H (-1.85578, 0.01372, 0.21399)  0.23
H (-0.54788, 1.15827, 0.32889)  0.23
H (3.12257, -1.14206, 2.67230)  0.27
H (1.29393, -1.13011, 2.88419)  0.24
H (2.50693, -0.95353, 4.24172)  0.26
O (0.09298, 0.58320, 4.10404)  -0.69
B (1.48068, 0.82586, 3.67614)  0.59
O (2.10134, 1.70795, 4.65900)  -0.69
C (1.31695, 1.52914, 5.75863)  0.24
C (1.53391, 1.94527, 7.04824)  -0.27
C (0.58191, 1.64582, 8.02441)  -0.23
C (-0.52811, 0.85410, 7.74153)  -0.24
C (-0.70930, 0.37771, 6.43945)  -0.26
C (0.16223, 0.78997, 5.44628)  0.23
H (2.43198, 2.50089, 7.27041)  0.22
H (0.71004, 2.05443, 9.01901)  0.21
H (-1.27184, 0.61540, 8.50069)  0.21
H (-1.53016, -0.27057, 6.15882)  0.21

Computed properties:
- Maximum force: 4.35 eV Å⁻¹
- Energy above the lowest of the compared OMol25 structures with the same formula, charge and spin: 607.73 kJ/mol
- Kohn-Sham gap (alpha / beta): 5.2 / 3.4 eV
- Total charge: 0
- E_HOMO (alpha / beta): -5.445 / -3.937 eV


no.,DFT total energy (eV)
1,-58372.0904
2,-73886.4208
3,-52235.1848
4,-50249.0597